DFT (ωB97M-V/def2-TZVPD) results for C19H31N3O4 in the gas phase.

Element x y z (Å)
1 C -1.09 -4.84 -0.46
2 C -0.03 -4.79 0.34
3 C 1.35 -5.15 -0.13
4 C -0.12 -4.31 1.76
5 C 0.35 -2.88 1.99
6 O 0.75 -2.50 3.07
7 N 0.24 -2.07 0.90
8 C 0.61 -0.67 0.93
9 C 1.93 -0.42 0.19
10 C 1.76 -0.19 -1.31
11 C 0.98 -1.30 -2.03
12 C -0.50 -0.84 -1.91
13 C -0.43 0.47 -1.10
14 C -0.51 0.26 0.41
15 C -1.89 -0.17 0.87
16 N 0.88 0.98 -1.54
17 C 1.47 2.23 -1.37
18 O 2.53 2.46 -1.93
19 C 0.84 3.37 -0.54
20 C 1.52 3.31 0.83
21 C 1.20 4.71 -1.20
22 N -0.61 3.24 -0.50
23 C -1.45 3.35 0.56
24 O -1.17 3.48 1.73
25 O -2.74 3.29 0.11
26 C -3.71 3.38 1.16
27 H -2.08 -4.59 -0.09
28 H -1.01 -5.17 -1.49
29 H 1.74 -5.99 0.45
30 H 1.35 -5.43 -1.19
31 H 2.04 -4.32 0.01
32 H -1.15 -4.37 2.12
33 H 0.49 -4.93 2.41
34 H -0.13 -2.48 0.06
35 H 0.76 -0.45 1.99
36 H 2.43 0.46 0.61
37 H 2.60 -1.27 0.35
38 H 2.72 0.00 -1.78
39 H 1.28 -1.35 -3.07
40 H 1.17 -2.28 -1.59
41 H -0.92 -0.65 -2.89
42 H -1.15 -1.57 -1.43
43 H -1.23 1.14 -1.41
44 H -0.31 1.23 0.87
45 H -2.20 -1.12 0.43
46 H -1.91 -0.29 1.95
47 H -2.63 0.58 0.59
48 H 2.60 3.32 0.65
49 H 1.25 4.17 1.43
50 H 1.27 2.41 1.40
51 H 2.27 4.85 -1.25
52 H 0.80 4.76 -2.22
53 H 0.75 5.51 -0.61
54 H -1.08 3.24 -1.39
55 H -4.67 3.31 0.66
56 H -3.59 2.56 1.87
57 H -3.62 4.32 1.69

Results
Structure (SMILES) ... C=C(C)CC(=O)N[C@H]1C[C@H]2CC[C@@H]([C@H]1C)N2C(=O)C(C)(C)NC(=O)OC
Kohn-Sham gap ... 9.76 eV
Highest occupied orbital energy ... -0.3373 Eh

---

DFT (ωB97M-V/def2-TZVPD) results for 2 unconnected molecules or ions with the total composition C3H2O3.

Element x y z (Å)
1 O -2.40 0.07 0.73
2 C -1.27 0.08 0.86
3 C 0.21 0.51 -1.00
4 O -0.40 1.27 -1.66
5 C 1.03 -0.32 -0.37
6 O 1.24 -0.22 0.97
7 H 0.31 -0.15 1.35
8 H 1.28 -1.25 -0.88

Results
Kohn-Sham gap ... 9.01 eV
Highest occupied orbital energy ... -0.3252 Eh

---

DFT (ωB97M-V/def2-TZVPD) results for C4H13N2O2P in the gas phase.

Element x y z (Å)
1 C 0.89 -2.19 -0.38
2 C 0.64 -1.23 0.74
3 C -0.06 0.14 0.27
4 N 0.83 0.80 -0.76
5 C 1.83 1.67 -0.05
6 P -1.94 0.09 0.05
7 N -2.54 1.58 0.48
8 O -2.60 -1.00 0.72
9 O -2.15 -0.03 -1.59
10 H 1.35 -3.08 0.01
11 H 1.44 -1.88 -1.23
12 H -0.06 -2.50 -0.74
13 H 0.13 -1.73 1.53
14 H 1.69 -0.89 1.25
15 H -0.04 0.76 1.13
16 H 1.34 0.10 -1.37
17 H 2.27 2.32 -0.78
18 H 1.36 2.18 0.83
19 H 2.66 1.16 0.35
20 H -2.26 2.52 0.28
21 H -3.40 1.69 1.03
22 H -1.36 -0.46 -1.75

Results
Structure (SMILES) ... CC[C@@H](NC)[P@](N)(=O)O
Kohn-Sham gap ... 9.96 eV
Highest occupied orbital energy ... -0.3361 Eh

---

DFT (ωB97M-V/def2-TZVPD) results for a molecular structure, C17H18BN7O3PtS.

Element x y z (Å)
1 H 0.30 3.04 0.08
2 N 0.05 1.57 -1.44
3 B -0.22 0.31 -3.65
4 N 0.12 1.58 -2.81
5 C 0.48 2.83 -3.20
6 Pt -0.45 -0.07 -0.32
7 H 0.59 3.04 -4.25
8 C 0.64 3.61 -2.07
9 H 0.93 4.64 -2.02
10 C 0.34 2.80 -0.97
11 H -0.14 0.46 -4.83
12 C -1.25 -1.65 0.70
13 H -1.32 -1.43 1.77
14 H -0.55 -2.48 0.57
15 H -2.23 -1.93 0.28
16 N -1.66 -0.09 -3.17
17 N 0.72 -0.79 -3.07
18 N -1.88 -0.24 -1.82
19 N 0.78 -1.00 -1.71
20 C -2.83 -0.28 -3.81
21 C 1.60 -1.62 -3.66
22 H -2.87 -0.20 -4.89
23 H 1.71 -1.60 -4.73
24 C -3.81 -0.57 -2.87
25 C 2.23 -2.37 -2.67
26 C -3.19 -0.52 -1.62
27 C 1.70 -1.95 -1.45
28 H -4.84 -0.79 -3.04
29 H 2.97 -3.13 -2.80
30 H -3.57 -0.69 -0.63
31 H 1.92 -2.24 -0.43
32 H -1.67 0.20 0.76
33 O 1.89 -1.92 1.62
34 C 1.46 -0.85 2.09
35 N 1.08 0.26 1.34
36 S 0.95 1.65 2.26
37 O 2.13 2.47 2.15
38 O -0.34 2.28 2.08
39 C 0.95 0.75 3.78
40 C 0.56 1.21 5.03
41 C 0.52 0.29 6.09
42 C 0.86 -1.06 5.86
43 C 1.24 -1.50 4.59
44 C 1.27 -0.58 3.54
45 H 0.30 2.26 5.16
46 H 0.21 0.61 7.08
47 H 0.81 -1.77 6.69
48 H 1.50 -2.53 4.37

Results
Kohn-Sham gap (spin up / spin down) ... 7.51 / 4.20 eV
Total charge ... +2
<S²> ... 6.045
Highest occupied orbital energy (spin up / spin down) ... -0.5148 / -0.5617 Eh
2S+1 ... 5